{"formula": "C5H33N2O10", "method": "ωB97M-V with the def2-TZVPD basis set", "lumo_ev": [-7.3271, -11.2952], "homo_lumo_gap_ev": [9.80, 5.82], "homo_ha": [-0.6294, -0.6289], "s2": 0.759, "multiplicity": 2, "total_charge": 2, "relative_energy_kj_mol": 42.4, "energy_ev": -29160.3596, "species": ["C", "C", "C", "C", "C", "N", "N", "H", "H", "H", "H", "H", "H", "H", "H", "H", "H", "H", "H", "H", "H", "H", "O", "H", "H", "O", "H", "H", "O", "H", "H", "O", "H", "H", "O", "H", "H", "O", "H", "H", "O", "H", "H", "O", "H", "H", "O", "H", "H", "O"], "xyz": [[-3.14680, 0.72167, -0.81853], [-1.65195, 0.66810, -0.59493], [-1.02710, -0.63888, -1.06908], [0.32781, -0.97816, -0.40064], [2.50816, 0.04690, -0.28682], [1.40475, -0.12053, -0.86249], [-1.03757, 1.83032, -1.38954], [-3.59780, 1.68213, -0.52911], [-3.62037, 0.00507, -0.17002], [-3.40568, 0.47290, -1.85293], [-1.41278, 0.84047, 0.46771], [-1.72809, -1.46351, -0.85518], [-0.94270, -0.63498, -2.16390], [0.21831, -0.91915, 0.70176], [0.55259, -2.03913, -0.65206], [3.22505, 0.73127, -0.75884], [2.84762, -0.41711, 0.65736], [-0.01851, 1.82911, -1.28195], [-1.43840, 2.71347, -1.06582], [-1.21626, 1.65927, -2.41015], [1.87631, 1.95816, -3.16217], [2.13945, 3.36774, -2.56162], [1.79366, 2.49510, -2.35414], [-1.31413, -0.00565, 3.90681], [-0.50227, -0.99118, 2.98144], [-1.11630, -0.16023, 2.96999], [2.00738, 1.35104, 3.01582], [3.44651, 1.67146, 3.53312], [2.79031, 0.97135, 3.46971], [-1.13746, -4.19384, 0.75192], [-1.69922, -2.79310, 0.92984], [-0.86508, -3.26957, 0.76628], [3.59534, -1.95717, 2.57759], [2.88660, -0.56794, 2.74840], [2.86316, -1.42326, 2.25311], [1.62890, -0.04024, -3.64451], [2.15769, 0.36586, -5.04493], [1.58443, 0.64389, -4.31908], [-1.51892, 1.49108, -4.92235], [-0.17905, 0.97786, -4.35275], [-1.11401, 1.15906, -4.11456], [0.55274, 1.80012, 1.25566], [-0.10066, 1.12281, 2.51628], [0.55225, 1.80923, 2.21561], [1.29526, -2.04470, 2.78769], [-0.01103, -2.73675, 2.19844], [0.35613, -2.26156, 2.97559], [-2.35022, -1.02267, 2.10251], [-3.52069, -2.07097, 2.24158], [-2.93739, -1.63516, 1.61390]]}

{"formula": "C34H42F3N2O3SSb2TeTl", "method": "ωB97M-V with the def2-TZVPD basis set", "lumo_ev": -1.0074, "homo_lumo_gap_ev": 5.22, "homo_ha": -0.2290, "relative_energy_kj_mol": 0.0, "energy_ev": -89109.1369, "species": ["Tl", "C", "Sb", "C", "C", "H", "H", "H", "H", "H", "H", "H", "H", "H", "Te", "C", "C", "C", "C", "C", "C", "H", "H", "H", "H", "H", "C", "C", "N", "C", "C", "N", "C", "C", "H", "H", "H", "H", "H", "H", "H", "H", "H", "H", "H", "H", "H", "C", "S", "O", "O", "O", "H", "H", "H", "F", "C", "C", "C", "C", "C", "C", "Sb", "C", "C", "C", "C", "F", "C", "C", "C", "C", "C", "C", "F", "C", "C", "H", "H", "H", "H", "H", "H", "H", "H", "H", "H", "H", "H"], "xyz": [[0.44847, 0.76170, -0.41642], [6.03881, 0.94641, -0.31325], [4.16030, -0.02632, -0.62306], [3.78094, 0.79648, -2.56419], [5.04625, -1.87399, -1.40595], [6.61372, 0.94709, -1.23876], [6.60125, 0.43266, 0.46532], [5.84325, 1.96883, 0.00412], [4.48408, 0.39488, -3.29361], [3.89350, 1.87688, -2.49437], [2.75978, 0.58213, -2.87950], [5.86736, -1.66008, -2.09090], [4.29042, -2.44436, -1.95466], [5.43065, -2.49058, -0.58994], [2.42523, 2.76614, 0.77157], [1.96510, 4.76396, 0.23349], [2.60806, 5.36992, -0.84512], [2.34311, 6.68955, -1.18326], [1.42585, 7.42932, -0.45018], [0.78033, 6.83625, 0.62518], [1.04906, 5.51726, 0.96355], [3.32631, 4.80136, -1.42297], [2.85688, 7.14082, -2.02354], [1.21756, 8.45855, -0.71322], [0.06372, 7.40250, 1.20775], [0.54617, 5.07187, 1.81240], [2.85110, -4.41252, 0.70767], [2.26101, -3.03199, 1.09961], [0.96800, -2.84607, 0.46454], [1.09780, -2.92778, -0.98063], [1.55119, -4.34822, -1.39403], [1.81394, -5.11612, -0.12507], [0.54056, -5.26721, 0.65888], [0.01988, -3.83555, 0.94323], [3.06486, -5.05482, 1.56072], [3.74552, -4.32509, 0.09148], [2.93324, -2.24582, 0.76147], [2.14539, -2.94617, 2.17903], [1.81707, -2.17763, -1.30937], [0.13686, -2.69260, -1.43571], [2.47686, -4.35460, -1.96828], [0.78051, -4.89384, -1.93875], [2.15976, -6.03988, -0.37106], [0.78478, -5.83162, 1.55788], [-0.15017, -5.84631, 0.04620], [-0.14570, -3.68775, 2.00971], [-0.92417, -3.70220, 0.42061], [-1.74333, 2.90111, 2.56513], [-1.93577, 1.43915, 1.58446], [-3.23616, 0.86533, 1.90198], [-0.80162, 0.56768, 1.92447], [-1.83112, 1.88166, 0.17899], [-1.96967, 2.65881, 3.60074], [-2.42231, 3.66270, 2.18922], [-0.70658, 3.21718, 2.46354], [-2.44858, -6.95271, -3.07034], [-2.64972, -5.82024, -2.36026], [-3.35134, -5.88885, -1.17425], [-3.53640, -4.71846, -0.44310], [-3.02718, -3.49506, -0.87547], [-2.34326, -3.47814, -2.09319], [-2.14871, -4.62849, -2.84876], [-2.97540, -1.63246, 0.27399], [-4.72721, -0.81292, -0.61736], [-5.86239, -1.58516, -0.85102], [-6.98954, -1.03471, -1.44301], [-6.95323, 0.30036, -1.79780], [-8.04550, 0.84358, -2.37554], [-5.84750, 1.09640, -1.58343], [-4.72843, 0.52999, -0.98621], [-3.92082, -2.41423, 2.02830], [-3.40536, -3.51247, 2.71070], [-3.97351, -3.96708, 3.89341], [-5.06471, -3.28707, 4.39366], [-5.62453, -3.71896, 5.54301], [-5.59500, -2.17980, 3.76313], [-5.01424, -1.74852, 2.57868], [-3.75252, -6.83778, -0.84224], [-4.09339, -4.77503, 0.48470], [-1.94836, -2.53952, -2.47440], [-1.63836, -4.60864, -3.80350], [-5.87817, -2.63236, -0.56900], [-7.88158, -1.61708, -1.63015], [-5.86986, 2.13822, -1.87331], [-3.85957, 1.14824, -0.79242], [-2.53999, -4.04092, 2.32465], [-3.58531, -4.82486, 4.42624], [-6.43894, -1.66385, 4.20062], [-5.41259, -0.86928, 2.08808]]}

{"formula": "C38H34AsCeF5N5OTe", "method": "ωB97M-V with the def2-TZVPD basis set", "lumo_ev": [-5.8519, -5.8053], "homo_lumo_gap_ev": [7.47, 7.52], "homo_ha": [-0.4896, -0.4896], "s2": 0.751, "multiplicity": 2, "total_charge": 2, "energy_ev": -144088.2059, "species": ["Ce", "C", "C", "N", "C", "C", "N", "C", "N", "N", "N", "C", "C", "C", "C", "C", "C", "H", "H", "H", "H", "H", "H", "H", "H", "H", "H", "H", "F", "C", "C", "F", "C", "F", "C", "O", "C", "F", "C", "F", "C", "As", "C", "C", "C", "C", "C", "C", "C", "C", "H", "H", "H", "H", "H", "H", "H", "H", "H", "H", "H", "H", "H", "Te", "C", "C", "C", "C", "C", "C", "C", "C", "C", "C", "C", "C", "H", "H", "H", "H", "H", "H", "H", "H", "H", "H"], "xyz": [[-0.76881, -0.77026, 0.55223], [1.13035, 2.30001, 1.86706], [-0.05044, 2.55999, 1.00030], [-0.62731, 1.62962, 0.24411], [-1.72873, 2.23681, -0.32449], [-1.79929, 3.52436, 0.09868], [-0.72468, 3.72129, 0.92402], [-0.28032, 5.04564, 1.33145], [-0.46245, 5.92108, 0.22316], [-1.35403, 6.94570, 0.25635], [-1.48497, 7.44800, -0.88195], [-0.71345, 6.76678, -1.78226], [-0.56273, 6.90089, -3.16153], [0.23732, 5.97359, -3.79076], [0.87802, 4.94650, -3.08482], [0.76478, 4.81630, -1.71551], [-0.04175, 5.74316, -1.07113], [1.34051, 1.21955, 1.87079], [0.92014, 2.61383, 2.88857], [2.01154, 2.84963, 1.53371], [-2.35980, 1.74310, -1.04265], [-2.51150, 4.29965, -0.10845], [0.77335, 4.98264, 1.62204], [-0.87134, 5.43251, 2.16820], [-1.06851, 7.68637, -3.70134], [0.37472, 6.03355, -4.86062], [1.47401, 4.23035, -3.63316], [1.28156, 4.03191, -1.17820], [-7.29655, -0.75429, 0.58018], [-6.03126, -0.59812, 0.94206], [-5.69674, -0.36471, 2.28328], [-6.65933, -0.30939, 3.18936], [-4.37214, -0.23106, 2.66952], [-4.07145, -0.03527, 3.95509], [-3.29479, -0.33211, 1.75475], [-2.04656, -0.25996, 2.10613], [-3.69803, -0.57164, 0.42867], [-2.67883, -0.75722, -0.55863], [-5.01146, -0.68817, 0.00441], [-5.23950, -0.92306, -1.28527], [3.16458, -1.16631, 0.74317], [1.88632, -0.73940, -0.68868], [2.40451, -2.16094, -1.94194], [2.76048, 0.83290, -1.59102], [4.18532, 0.53895, -1.96653], [5.23812, 0.85530, -1.11123], [6.54737, 0.57335, -1.46774], [6.82853, -0.03640, -2.67877], [5.78850, -0.36269, -3.53453], [4.48010, -0.07468, -3.18464], [3.13576, -0.41877, 1.53931], [4.17938, -1.21659, 0.33903], [2.91169, -2.14179, 1.16926], [3.46752, -2.05372, -2.16992], [1.83651, -2.06410, -2.86904], [2.22671, -3.14948, -1.51731], [2.69255, 1.68761, -0.90873], [2.16210, 1.04193, -2.48621], [5.04215, 1.35858, -0.17136], [7.34946, 0.81798, -0.78738], [7.85010, -0.24600, -2.95752], [5.99368, -0.85557, -4.47218], [3.67979, -0.29917, -3.87920], [-0.16182, -2.67177, 2.90424], [0.48231, -4.40369, 1.76773], [0.68527, -5.62428, 2.39504], [0.82987, -6.77414, 1.63257], [0.75577, -6.71078, 0.25010], [0.60432, -5.48590, -0.38328], [0.48345, -4.33678, 0.37801], [-2.18377, -3.20460, 2.34322], [-3.10274, -3.43946, 3.35236], [-4.40466, -3.79307, 3.03172], [-4.78919, -3.91279, 1.70781], [-3.86901, -3.68962, 0.69518], [-2.56470, -3.32568, 1.00764], [0.72614, -5.67457, 3.47228], [0.97954, -7.72095, 2.12862], [0.81860, -7.61187, -0.33791], [0.56287, -5.42284, -1.46259], [0.38507, -3.35623, -0.11438], [-2.80752, -3.34996, 4.38784], [-5.11363, -3.99246, 3.82003], [-5.80132, -4.19461, 1.46257], [-4.16154, -3.80843, -0.33951], [-1.84404, -3.22409, 0.18054]]}

{"formula": "H4NO2PS", "method": "ωB97M-V with the def2-TZVPD basis set", "lumo_ev": -1.1707, "smiles": "NS(=O)(=O)P", "homo_lumo_gap_ev": 8.78, "homo_ha": -0.3658, "relative_energy_kj_mol": 478.9, "energy_ev": -25771.5178, "species": ["N", "S", "O", "O", "P", "H", "H", "H", "H"], "xyz": [[-0.92815, -1.26870, 0.11472], [0.08025, -0.44777, -1.03412], [-0.77148, -0.08636, -2.11318], [1.19854, -1.30550, -1.23173], [0.37657, 1.69498, 0.35123], [-1.68283, -0.70827, 0.32494], [-0.56204, -1.18909, 1.03277], [0.99068, 2.32084, -0.87655], [1.41432, 1.05140, 0.85732]]}